{
  "formula": "C6H9NO",
  "method": "ωB97M-V/def2-TZVPD",
  "e_above_lowest_ev": 2.4779,
  "homo_energy_ev": -9.42,
  "e_tot_ha": -363.93318,
  "smiles": "C=C=C(C)C.N=C=O",
  "species": ["C", "C", "C", "C", "C", "H", "H", "H", "H", "H", "H", "H", "H", "N", "C", "O", "H"],
  "positions_angstrom": [[0.0263, -2.0562, -0.2341], [-0.1584, -0.7610, -0.2440], [-0.8336, 0.3298, 0.0895], [-2.3149, 0.4627, -0.0883], [-0.1466, 1.5305, 0.6661], [0.0679, -2.6492, 0.6694], [0.3556, -2.5896, -1.1152], [-2.8023, 0.8805, 0.7923], [-2.8072, -0.4826, -0.3067], [-2.5104, 1.1603, -0.9042], [-0.2970, 2.3796, -0.0008], [0.9120, 1.3363, 0.8182], [-0.5670, 1.7759, 1.6431], [2.8328, -0.9641, -0.1248], [2.8241, 0.1179, -0.6694], [3.3870, 1.0262, -1.1671], [2.0318, -1.4970, 0.1761]],
  "mulliken_charge": [-1.146, -0.086, 1.017, -1.251, -1.194, 0.341, 0.344, 0.340, 0.348, 0.310, 0.303, 0.278, 0.374, -0.480, 0.590, -0.432, 0.343]
}

{
  "formula": "C6H11Cl",
  "method": "ωB97M-V/def2-TZVPD",
  "e_above_lowest_ev": 3.0479,
  "homo_energy_ev": -9.12,
  "e_tot_ha": -695.27928,
  "species": ["C", "C", "C", "C", "C", "C", "Cl", "H", "H", "H", "H", "H", "H", "H", "H", "H", "H", "H"],
  "positions_angstrom": [[-1.9998, -0.5047, -0.1238], [-1.0919, 0.4028, -0.0566], [-1.0540, 1.5194, 0.9698], [1.3878, -0.8070, 0.8437], [1.5740, -0.7681, -0.7889], [0.5494, 0.2050, -1.3307], [-0.1154, -0.2546, -2.8308], [-1.9928, -1.3189, -0.8860], [-2.7038, -0.3796, 0.6624], [-0.3057, 2.1799, 0.6848], [-1.0090, 1.0141, 1.8916], [-2.0673, 2.0109, 1.0210], [1.4012, 0.3074, 1.1736], [2.2042, -1.4102, 1.2291], [0.4195, -1.1085, 1.2211], [2.5117, -0.5031, -1.1809], [1.2458, -1.7836, -1.1302], [1.0462, 1.1987, -1.3691]],
  "mulliken_charge": [-0.761, 0.402, -1.437, -0.951, -0.523, -0.159, -0.168, 0.249, 0.328, 0.336, 0.384, 0.426, 0.183, 0.386, 0.310, 0.364, 0.292, 0.340]
}

{
  "formula": "CH4N3P",
  "method": "ωB97M-V/def2-TZVPD",
  "e_above_lowest_ev": 4.1212,
  "homo_energy_ev": -9.98,
  "e_tot_ha": -545.97091,
  "species": ["C", "N", "N", "N", "P", "H", "H", "H", "H"],
  "positions_angstrom": [[1.2886, 0.5442, 0.6775], [-1.1918, -0.6337, -1.2943], [-1.7755, -0.6402, -0.3273], [-2.7013, -0.6094, 0.3846], [2.0940, -0.7402, 0.1111], [0.6169, 1.0857, 0.0322], [1.5165, 0.6162, 1.8435], [-2.5859, -0.5805, 1.3673], [1.7569, -0.6631, -1.1451]],
  "mulliken_charge": [-0.491, -0.429, 0.862, -0.688, -0.060, 0.337, 0.231, 0.253, -0.015]
}